Run w
DFT (ωB97M-V with the def2-TZVPD basis set) results for an isolated molecule of C3H6O2.

The geometry in ORCA input format:
```
! wB97M-V def2-TZVPD RIJCOSX def2/J DEFGRID3
* xyz 0 1
C -1.86 0.02 0.00
C 0.46 0.37 -0.06
C 1.81 -0.32 -0.01
H -2.03 0.74 -0.81
H -2.55 -0.82 -0.06
H -1.98 0.54 0.96
H 2.61 0.41 -0.29
H 1.99 -0.71 1.05
H 1.81 -1.23 -0.69
O -0.54 -0.54 -0.08
O 0.28 1.56 -0.03
*
```

Summary:
SMILES string: COC(C)=O
LUMO energy, eV: 0.94
Frontier orbital gap, eV: 11.4
E_HOMO, eV: -10.5

Atomic partial charges in e from the Mulliken method, atoms 1 to 4: number 1, C, carries -0.5829; number 2, C, carries 0.7224; number 3, C, carries -0.8623; number 4, H, carries 0.2789

***

Run x
DFT (ωB97M-V with the def2-TZVPD basis set) results for a cluster of 2 separate species, C3H6O2 in total.

The geometry in ORCA input format:
```
! wB97M-V def2-TZVPD RIJCOSX def2/J DEFGRID3
* xyz 0 1
O -1.85 0.63 -1.04
C -1.05 0.75 -0.14
C -0.11 -0.27 0.30
C 1.14 -0.78 0.87
O 0.44 -1.40 -0.23
H -0.16 0.79 -1.97
H -1.00 1.60 0.57
H -1.18 -0.35 0.94
H 0.57 0.77 -1.79
H 1.02 -1.27 1.83
H 2.17 -0.48 0.64
*
```

Summary:
SMILES string: O=C[C@@H]1CO1.[H][H]
LUMO energy, eV: 0.69
Frontier orbital gap, eV: 10.6
E_HOMO, eV: -9.9

Atomic partial charges in e from the Mulliken method, atoms 1 to 4: number 1, O, carries -0.5225; number 2, C, carries -0.1643; number 3, C, carries 0.2916; number 4, C, carries -0.1912

***

Most stable of them? run w.

***

Run w
DFT (ωB97M-V with the def2-TZVPD basis set) results for an isolated molecule of C3H6O2.

The geometry in ORCA input format:
```
! wB97M-V def2-TZVPD RIJCOSX def2/J DEFGRID3
* xyz 0 1
O -2.10 0.06 -0.55
C -0.80 0.13 0.00
C 0.51 -0.68 -0.49
C 1.49 0.13 0.34
O 1.38 0.23 1.54
H -2.49 0.94 -0.47
H -0.82 -0.24 1.02
H -0.50 1.19 0.00
H 0.88 -0.71 -1.53
H 0.50 -1.72 -0.12
H 2.20 0.78 -0.21
*
```

Summary:
SMILES string: O=CCCO
LUMO energy, eV: 0.79
Frontier orbital gap, eV: 10.6
E_HOMO, eV: -9.8

Atomic partial charges in e from the Mulliken method, atoms 1 to 4: number 1, O, carries -0.5260; number 2, C, carries -0.5611; number 3, C, carries -0.2876; number 4, C, carries 0.0018

***

Run x
DFT (ωB97M-V with the def2-TZVPD basis set) results for an isolated molecule of C3H6O2.

The geometry in ORCA input format:
```
! wB97M-V def2-TZVPD RIJCOSX def2/J DEFGRID3
* xyz 0 1
C -1.79 0.30 0.24
C 0.13 -0.93 -0.02
O -0.41 0.13 0.55
C 1.53 -0.53 -0.34
O 2.01 0.69 0.15
H -2.37 -0.59 0.50
H -1.84 0.46 -0.83
H -2.13 1.19 0.77
H 1.37 -0.49 -1.45
H 2.25 -1.33 -0.17
H 1.26 1.11 0.60
*
```

Summary:
LUMO energy, eV: 0.81
Frontier orbital gap, eV: 9.7
E_HOMO, eV: -8.9

Atomic partial charges in e from the Mulliken method, atoms 1 to 4: number 1, C, carries -0.5473; number 2, C, carries -0.5194; number 3, O, carries -0.1935; number 4, C, carries 0.0354

***

Run y
DFT (ωB97M-V with the def2-TZVPD basis set) results for an isolated molecule of C3H6O2.

The geometry in ORCA input format:
```
! wB97M-V def2-TZVPD RIJCOSX def2/J DEFGRID3
* xyz 0 1
O 1.45 -0.96 -0.53
C 0.40 -0.85 0.42
C -0.03 0.61 0.50
C -1.02 1.00 -0.57
O -1.90 1.81 -0.42
H 1.17 -1.53 -1.26
H 0.79 -1.17 1.40
H -0.43 -1.52 0.18
H 0.89 1.17 0.30
H -0.41 0.91 1.48
H -0.89 0.48 -1.54
*
```

Summary:
SMILES string: O=CCCO
LUMO energy, eV: 0.74
Frontier orbital gap, eV: 10.6
E_HOMO, eV: -9.8

Atomic partial charges in e from the Mulliken method, atoms 1 to 4: number 1, O, carries -0.5278; number 2, C, carries -0.4283; number 3, C, carries -0.3747; number 4, C, carries 0.0034

***

Most stable of them? run y.

***

Run w
DFT (ωB97M-V with the def2-TZVPD basis set) results for an isolated molecule of C3H6O2.

The geometry in ORCA input format:
```
! wB97M-V def2-TZVPD RIJCOSX def2/J DEFGRID3
* xyz 0 1
C 0.88 -1.47 0.06
O 0.55 -0.13 0.28
C -0.63 0.60 0.54
C -0.66 1.52 -0.67
O -1.07 1.15 -1.75
H 1.21 -1.92 1.01
H 0.14 -2.12 -0.41
H 1.75 -1.40 -0.60
H -0.41 1.18 1.44
H -1.59 0.08 0.68
H -0.16 2.50 -0.58
*
```

Summary:
SMILES string: COCC=O
LUMO energy, eV: 0.96
Frontier orbital gap, eV: 10.4
E_HOMO, eV: -9.5

Atomic partial charges in e from the Mulliken method, atoms 1 to 4: number 1, C, carries -0.6359; number 2, O, carries -0.3225; number 3, C, carries -0.3174; number 4, C, carries 0.0776

***

Run x
DFT (ωB97M-V with the def2-TZVPD basis set) results for a cluster of 2 separate species, C3H6O2 in total.

The geometry in ORCA input format:
```
! wB97M-V def2-TZVPD RIJCOSX def2/J DEFGRID3
* xyz 0 1
O 2.53 0.54 -1.16
C 1.88 -0.19 -0.28
C -1.22 0.05 1.06
C -1.37 -0.28 -0.40
O -1.91 -1.28 -0.83
H 2.10 1.41 -1.19
H -0.15 0.17 1.26
H 2.44 -1.16 -0.33
H -1.71 1.01 1.28
H -1.65 -0.74 1.68
H -0.93 0.46 -1.09
*
```

Summary:
LUMO energy, eV: 0.30
Frontier orbital gap, eV: 9.5
E_HOMO, eV: -9.2

Atomic partial charges in e from the Mulliken method, atoms 1 to 4: number 1, O, carries -0.3691; number 2, C, carries -0.1252; number 3, C, carries -0.7446; number 4, C, carries 0.1577

***

Most stable of them? run w.

***

Run w
DFT (ωB97M-V with the def2-TZVPD basis set) results for an isolated molecule of C3H6O2.

The geometry in ORCA input format:
```
! wB97M-V def2-TZVPD RIJCOSX def2/J DEFGRID3
* xyz 0 1
C -0.61 0.09 -0.48
C 0.14 0.96 0.47
C 0.86 0.02 -0.40
H -2.00 -0.83 0.55
H -1.11 0.49 -1.36
H 0.11 2.00 0.25
H -0.01 0.75 1.55
H 1.47 0.46 -1.22
H 0.85 -1.72 0.52
O -1.19 -1.13 0.04
O 1.49 -1.09 0.09
*
```

Summary:
SMILES string: O[C@@H]1C[C@@H]1O
LUMO energy, eV: 0.82
Frontier orbital gap, eV: 10.4
E_HOMO, eV: -9.6

Atomic partial charges in e from the Mulliken method, atoms 1 to 4: number 1, C, carries -0.1045; number 2, C, carries -0.5637; number 3, C, carries 0.0365; number 4, H, carries 0.3104

***

Run x
DFT (ωB97M-V with the def2-TZVPD basis set) results for an isolated molecule of C3H6O2.

The geometry in ORCA input format:
```
! wB97M-V def2-TZVPD RIJCOSX def2/J DEFGRID3
* xyz 0 1
C 0.82 1.47 -0.61
O -0.29 0.60 -0.51
C -0.07 -0.48 0.32
C -1.14 -1.43 0.52
O 0.00 -1.75 -0.27
H 0.93 2.08 0.30
H 1.75 0.93 -0.81
H 0.62 2.14 -1.46
H -1.24 -1.97 1.46
H 0.68 -0.30 1.10
H -2.07 -1.29 -0.04
*
```

Summary:
SMILES string: CO[C@H]1CO1
LUMO energy, eV: 1.10
Frontier orbital gap, eV: 11.2
E_HOMO, eV: -10.1

Atomic partial charges in e from the Mulliken method, atoms 1 to 4: number 1, C, carries -0.7075; number 2, O, carries -0.3741; number 3, C, carries 0.1694; number 4, C, carries -0.3515

***

Most stable of them? run w.